The following is a quantum chemistry calculation of 2 unconnected molecules or ions with the total composition C29H33N5O2S, from the Open Molecules 2025 dataset.

Positions of all 70 atoms, in Å:
C (2.9033, 2.8967, 2.9089)
N (2.9500, 1.5400, 2.3503)
C (4.2014, 0.9998, 2.1098)
S (5.6150, 1.8397, 2.4045)
N (4.1906, -0.2983, 1.6211)
C (5.4927, -0.9310, 1.3839)
C (3.0452, -1.0571, 1.3396)
O (3.1478, -2.2347, 0.9608)
C (1.7499, -0.4343, 1.5422)
C (0.6271, -1.1670, 1.2812)
C (-0.7188, -0.6547, 1.3322)
C (-1.0902, 0.6066, 0.8117)
C (-2.3660, 1.1091, 0.9394)
C (-3.3626, 0.3364, 1.6040)
N (-4.6173, 0.8360, 1.7799)
C (-5.0389, 2.0709, 1.1438)
C (-3.9053, 3.0813, 1.0939)
C (-2.6686, 2.4818, 0.4343)
C (-5.6846, 0.0189, 2.3246)
C (-5.1661, -0.9168, 3.4032)
C (-3.9983, -1.7503, 2.8913)
C (-3.0122, -0.9426, 2.1215)
C (-1.7289, -1.4243, 1.9426)
C (1.7197, 0.8797, 2.1780)
O (0.6843, 1.4306, 2.5696)
H (1.8567, 3.1790, 2.9965)
H (3.3948, 2.9085, 3.8845)
H (3.4555, 3.5693, 2.2498)
H (5.3098, -1.9210, 0.9713)
H (6.0692, -0.3078, 0.6975)
H (6.0468, -0.9841, 2.3246)
H (0.7621, -2.2098, 0.9913)
H (-0.3628, 1.2166, 0.2789)
H (-5.4010, 1.8850, 0.1139)
H (-5.8813, 2.4646, 1.7272)
H (-4.2346, 3.9608, 0.5366)
H (-3.6535, 3.3936, 2.1148)
H (-1.8083, 3.1344, 0.6261)
H (-2.8050, 2.4567, -0.6578)
H (-6.4376, 0.7029, 2.7374)
H (-6.1709, -0.5807, 1.5307)
H (-4.8327, -0.3255, 4.2644)
H (-5.9756, -1.5743, 3.7265)
H (-3.4880, -2.2164, 3.7418)
H (-4.3721, -2.5709, 2.2613)
H (-1.4547, -2.4043, 2.3383)
C (1.9134, -2.9441, 8.1086)
N (2.7678, -3.4751, 7.0857)
C (2.3882, -3.6096, 5.7666)
C (1.1978, -3.2162, 5.1874)
N (3.4758, -4.1691, 5.1330)
C (3.4909, -4.4961, 3.7361)
C (4.5172, -4.3748, 6.0288)
C (4.0668, -3.9283, 7.2744)
C (4.8716, -3.9742, 8.4131)
C (6.1629, -4.4976, 8.2477)
C (6.6167, -4.9530, 6.9911)
C (5.7977, -4.8987, 5.8528)
H (2.4729, -2.9911, 9.0466)
H (1.6331, -1.9033, 7.8937)
H (0.9902, -3.5342, 8.1957)
H (1.0703, -3.3842, 4.1273)
H (0.4424, -2.8014, 5.8407)
H (4.4603, -4.9589, 3.5323)
H (2.6832, -5.2034, 3.4970)
H (3.3605, -3.6076, 3.1005)
H (4.4740, -3.6095, 9.3610)
H (6.8388, -4.5592, 9.1023)
H (7.6285, -5.3542, 6.9144)
H (6.0996, -5.2365, 4.8610)

Values from the calculation:
HOMO level   -6.66 eV
Gap between HOMO and LUMO   0.2136 hartree
SMILES   CN1C(=O)C(=Cc2cc3c4c(c2)CCCN4CCC3)C(=O)N(C)C1=S.C=C1N(C)c2ccccc2N1C
LUMO energy   -0.03120 Ha

These are the natural (NBO) partial charges, in e, on atoms 1 to 4: C -0.420; N -0.453; C 0.304; S -0.168

***

The following is a quantum chemistry calculation of a molecular structure, C41H33ClMgN6O2S, from the Open Molecules 2025 dataset.

Positions of all 85 atoms, in Å:
Mg (0.4441, -0.3562, 0.5107)
C (-1.5377, 2.7822, 3.2561)
C (-1.1749, 2.1227, 2.0718)
N (-0.1514, 1.3061, 1.9840)
C (0.5961, 1.0806, 3.0898)
C (0.2507, 1.6172, 4.3582)
C (-0.8394, 2.5099, 4.4008)
C (1.0010, 1.2566, 5.4966)
C (2.0635, 0.4042, 5.3528)
C (2.4678, -0.0633, 4.0943)
C (1.7925, 0.2939, 2.9315)
N (2.1013, -0.0358, 1.6488)
C (3.3412, -0.3062, 1.1981)
C (4.5627, -0.1161, 1.8522)
C (5.7796, -0.4244, 1.2354)
C (5.8478, -0.9015, -0.0499)
C (4.6568, -1.0199, -0.7939)
C (4.6286, -1.3727, -2.1587)
C (3.4381, -1.3892, -2.8344)
C (2.2627, -1.0821, -2.1344)
N (2.2405, -0.7760, -0.8575)
C (3.4080, -0.7277, -0.1807)
H (-2.3692, 3.4744, 3.2584)
H (-1.7712, 2.2635, 1.1769)
H (-1.1061, 2.9788, 5.3407)
H (0.7203, 1.6535, 6.4646)
H (2.6216, 0.0980, 6.2294)
H (3.3144, -0.7322, 4.0340)
H (4.5745, 0.3104, 2.8439)
H (6.6950, -0.2755, 1.7962)
H (6.7917, -1.1617, -0.5125)
H (5.5595, -1.6110, -2.6602)
H (3.3925, -1.6367, -3.8866)
H (1.3015, -1.1082, -2.6347)
Cl (-4.3264, -4.4326, 4.7286)
C (-3.1167, -3.5962, 3.7917)
C (-1.7655, -3.9524, 3.9385)
C (-0.8009, -3.2986, 3.2264)
C (-1.1096, -2.2316, 2.3247)
O (-0.1826, -1.6192, 1.7176)
C (-2.5067, -1.9247, 2.1627)
C (-2.9768, -0.9577, 1.2072)
O (-2.3316, -0.2838, 0.4113)
C (-3.4763, -2.6094, 2.9216)
H (-1.4986, -4.7450, 4.6256)
H (0.2443, -3.5574, 3.3434)
H (-4.0826, -0.8433, 1.2051)
H (-4.5218, -2.3441, 2.8089)
C (-2.8220, -3.8541, -2.6869)
N (-1.6782, -3.3485, -1.9640)
C (-0.5980, -4.0761, -1.5250)
C (0.2122, -3.1904, -0.8777)
N (-0.3493, -1.9400, -0.9131)
C (-1.4775, -2.0711, -1.5642)
H (-2.5023, -4.4314, -3.5539)
H (-3.4250, -3.0135, -3.0240)
H (-3.4354, -4.4947, -2.0525)
H (-0.5071, -5.1329, -1.7091)
H (1.1514, -3.3672, -0.3804)
H (-2.1843, -1.2789, -1.7599)
N (-0.0344, 1.0834, -0.8232)
S (0.2986, 1.6449, -2.2373)
C (-1.1001, 1.2434, -3.3177)
C (-0.9103, 0.2895, -4.3061)
C (-1.9937, -0.1407, -5.0595)
C (-3.2569, 0.3785, -4.8161)
C (-3.4402, 1.3285, -3.8186)
C (-2.3623, 1.7611, -3.0641)
C (0.0705, 3.4497, -2.1797)
C (0.0965, 4.0416, -0.9289)
C (-0.0017, 5.4228, -0.8292)
C (-0.1044, 6.1962, -1.9765)
C (-0.1057, 5.5918, -3.2272)
C (-0.0129, 4.2131, -3.3343)
H (-0.9996, 1.2462, -0.5311)
H (0.0780, -0.1154, -4.4894)
H (-1.8491, -0.8787, -5.8382)
H (-4.1012, 0.0411, -5.4033)
H (-4.4254, 1.7355, -3.6315)
H (-2.4999, 2.4983, -2.2818)
H (0.1923, 3.4176, -0.0479)
H (0.0143, 5.8890, 0.1473)
H (-0.1906, 7.2722, -1.8984)
H (-0.1726, 6.1940, -4.1240)
H (-0.0260, 3.7355, -4.3075)

Values from the calculation:
HOMO level   -6.04 eV
Gap between HOMO and LUMO   0.2329 hartree
LUMO energy   0.01107 Ha

These are the Löwdin partial charges, in e, on atoms 1 to 4: Mg 0.493; C -0.050; C -0.141; N 0.086

***

The following is a quantum chemistry calculation of a molecular structure, C24H24FeN4OPS, from the Open Molecules 2025 dataset.

Positions of all 56 atoms, in Å:
Fe (0.8266, -0.7085, 0.8244)
N (3.1423, -0.7079, 4.4757)
C (2.0041, -0.7236, 5.2252)
C (0.9627, -0.7718, 4.3417)
N (1.4368, -0.7835, 3.0701)
C (2.7648, -0.7427, 3.1731)
C (3.6122, -0.7314, 2.0234)
N (3.1185, -0.7417, 0.7859)
C (4.1901, -0.7068, -0.0474)
C (5.3428, -0.6814, 0.6832)
N (4.9682, -0.7007, 1.9954)
H (4.0845, -0.6671, 4.8319)
H (2.0209, -0.6948, 6.2932)
H (-0.0873, -0.7995, 4.5487)
H (4.0654, -0.7052, -1.1111)
H (6.3672, -0.6413, 0.3816)
H (5.5885, -0.6956, 2.7888)
C (-1.1706, -4.2112, 0.0887)
P (-0.4172, -2.5340, -0.0725)
C (-1.5783, -1.8438, -1.3263)
C (1.0687, -2.9421, -1.0730)
C (1.4660, -2.1403, -2.1435)
C (2.6284, -2.4386, -2.8350)
C (3.4140, -3.5139, -2.4520)
C (3.0383, -4.2981, -1.3726)
C (1.8773, -4.0097, -0.6821)
H (-0.5644, -4.8775, 0.6977)
H (-1.2909, -4.6462, -0.9046)
H (-2.1480, -4.1148, 0.5588)
H (-1.6251, -2.4823, -2.2082)
H (-1.2707, -0.8355, -1.6044)
H (-2.5676, -1.7902, -0.8708)
H (0.8589, -1.2971, -2.4481)
H (2.9173, -1.8319, -3.6804)
H (4.3198, -3.7406, -2.9915)
H (3.6470, -5.1369, -1.0709)
H (1.5933, -4.6197, 0.1643)
C (-6.6604, 4.1572, -1.5845)
C (-5.5872, 4.8277, -2.3587)
O (-5.1951, 4.5951, -3.4500)
S (-4.7260, 6.1619, -1.3648)
C (-3.4247, 5.0240, -0.9086)
C (-3.5974, 4.2825, 0.2516)
C (-2.6772, 3.3175, 0.5909)
C (-1.5711, 3.0724, -0.2358)
C (-1.3704, 3.8864, -1.3592)
C (-2.2989, 4.8515, -1.6999)
C (-0.7312, 1.9748, 0.0596)
C (-0.0847, 0.9644, 0.3276)
H (-7.1826, 3.4312, -2.2045)
H (-7.3551, 4.8997, -1.1991)
H (-6.2097, 3.6507, -0.7311)
H (-4.4599, 4.4651, 0.8740)
H (-2.8209, 2.7349, 1.4876)
H (-0.4906, 3.7535, -1.9719)
H (-2.1641, 5.4579, -2.5825)

Values from the calculation:
HOMO level (spin up / spin down)   -10.15 / -10.26 eV
Expectation value of S²   6.02
Gap between HOMO and LUMO (spin up / spin down)   0.2752 / 0.2645 hartree
Multiplicity   5
LUMO energy (spin up / spin down)   -0.09781 / -0.11255 Ha
Net charge   +1

These are the natural (NBO) partial charges, in e, on atoms 1 to 4: Fe 1.361; N -0.479; C -0.069; C -0.057

***

The following is a quantum chemistry calculation of a molecular structure, C5H7O3Rb, from the Open Molecules 2025 dataset.

Positions of all 16 atoms, in Å:
O (-2.3136, -0.4971, -0.2151)
C (-1.4037, 0.2125, -0.9589)
C (-2.1138, -0.3060, 1.1707)
O (-0.2461, -0.5507, -0.8108)
O (-0.9965, 1.4065, -0.3907)
C (-0.7514, 0.4038, 1.1800)
H (-2.1076, -1.2780, 1.6746)
H (-2.9144, 0.3358, 1.5671)
H (0.1012, -0.1391, 1.6087)
H (-0.7821, 1.2002, 1.9366)
Rb (1.6131, 2.8034, -1.8322)
C (2.5617, -0.9532, -0.6295)
H (2.5858, -1.0430, 0.4599)
H (3.5249, -1.1138, -1.1262)
C (1.5343, -0.3889, -1.2950)
H (1.7083, -0.0923, -2.3391)

Values from the calculation:
HOMO level (spin up / spin down)   -5.13 / -5.13 eV
Gap between HOMO and LUMO (spin up / spin down)   0.1423 / 0.1423 hartree
LUMO energy (spin up / spin down)   -0.04634 / -0.04634 Ha

These are the natural (NBO) partial charges, in e, on atoms 1 to 4: O -0.526; C 0.475; C -0.151; O -0.590

***

Number 1: strongest force on any atom 0.039 Eh/bohr. Number 2: strongest force on any atom 0.029 Eh/bohr. Number 3: strongest force on any atom 0.033 Eh/bohr. Number 4: strongest force on any atom 0.134 Eh/bohr.